ORCA calculation (ωB97M-V/def2-TZVPD) on 2 unconnected molecules or ions with the total composition C12H14BBrF4NO3.

XYZ file:
```
36
Properties=species:S:1:pos:R:3:lowdin_charge:R:1
N -0.301 2.904 1.016 -0.069
C 0.275 1.968 -0.067 -0.286
C -1.000 1.150 -0.692 -0.176
C -0.646 0.152 -1.943 -0.196
C 0.947 -0.178 -2.143 -0.168
C 1.562 -1.065 -0.904 -0.081
C 3.010 -0.841 -0.507 0.044
C 3.542 -1.742 0.799 -0.231
O 4.748 -2.313 0.821 -0.044
C 2.405 -1.893 2.017 -0.455
Br 2.942 -1.736 3.942 0.664
C 0.975 -2.112 1.628 -0.123
C -0.297 -2.237 2.652 -0.119
C -0.176 -3.416 3.782 -0.127
O -0.303 -3.016 5.078 -0.118
C 0.685 -2.181 -0.018 -0.131
O -0.147 -3.082 -0.581 -0.026
H 0.447 3.619 1.265 0.066
H -0.348 2.283 1.880 0.063
H 0.902 2.564 -0.855 0.116
H 1.045 1.275 0.525 0.098
H -1.579 0.617 0.195 0.117
H -1.749 1.972 -1.117 0.116
H -1.165 0.553 -2.940 0.122
H -1.174 -0.891 -1.701 0.107
H 1.047 -0.804 -3.155 0.130
H 1.526 0.853 -2.304 0.122
H 3.677 -0.049 -1.065 0.131
H -1.242 -2.518 1.978 0.138
H -0.514 -1.161 3.082 0.142
H -0.022 -4.552 3.539 0.142
B -3.814 3.175 -2.842 -1.051
F -4.341 2.873 -1.521 0.022
F -3.323 4.543 -2.866 0.021
F -2.725 2.263 -3.150 0.018
F -4.869 3.022 -3.831 0.020
```

The HOMO energy comes out at -7.11 eV. As for the net charge: -1. As for the orbital gap: 7.08 eV. The calculation puts the total energy at -101890.870 eV.